A cluster of 3 separate species, C3H12N2O3 in total. Source: the OMol25 dataset; level of theory: ωB97M-V/def2-TZVPD.

The value obtained for the maximum force is 1.6 eV Å⁻¹. For the total energy, the calculation gives -12428.0161 eV. Its LUMO energy is 0.611 eV. As for the SMILES: NCCNC=O.O.O. The energy above the lowest of the compared OMol25 structures with the same formula, charge and spin comes out at 128.6 kJ/mol. For the HOMO-LUMO gap, the calculation gives 9.77 eV.

Structure (XYZ):
```
20
Properties=species:S:1:pos:R:3:nbo_charge:R:1
C -1.4711 1.0000 0.4602 0.513
N -0.2492 1.4922 0.1351 -0.645
C 0.4674 1.1727 -1.0964 -0.236
C 0.5619 -0.3603 -1.3589 -0.228
N 1.8773 -0.7648 -1.8495 -0.876
O -2.1513 1.4289 1.3705 -0.612
H -1.8160 0.1543 -0.1436 0.144
H 0.1781 2.1997 0.7105 0.400
H 1.4642 1.5987 -1.0961 0.211
H -0.0804 1.5753 -1.9533 0.191
H 0.3831 -0.9175 -0.4375 0.182
H -0.1815 -0.6559 -2.0963 0.198
H 2.0054 -1.0110 -2.8087 0.385
H 2.6266 -0.4234 -1.2801 0.370
H -1.2967 -1.5982 1.7614 0.478
H -1.3433 -2.4294 0.5037 0.466
O -1.9154 -1.9224 1.0935 -0.940
H 0.5144 0.2910 2.1405 0.469
H -0.1661 -0.3213 3.2600 0.471
O 0.5925 -0.5086 2.6851 -0.939
```